No. 1
ORCA calculation (wB97M-V/def2-TZVPD) on a molecular structure, C17H40BaF9HgN2O21S4 at a distorted geometry.

Positions of all 95 atoms, in Å:
Ba (-5.25, -2.21, -2.12)
Hg (-1.11, -0.96, 0.01)
S (-3.92, -0.47, 0.96)
O (-4.03, -1.56, 1.89)
O (-5.02, 0.47, 0.90)
O (-2.65, 0.27, 1.02)
O (-3.76, -1.08, -0.40)
C (-0.94, 0.24, -4.65)
F (0.21, -0.26, -4.24)
F (-0.76, 1.48, -5.03)
F (-1.41, -0.41, -5.65)
S (-2.21, 0.23, -3.13)
O (-3.22, -0.84, -3.30)
O (-1.38, -0.01, -1.95)
O (-2.89, 1.57, -3.10)
C (0.76, -4.16, 2.95)
F (0.23, -5.32, 3.26)
F (1.80, -3.83, 3.69)
F (1.24, -4.30, 1.70)
S (-0.61, -2.75, 3.11)
O (-1.91, -3.42, 3.19)
O (-0.13, -2.02, 4.30)
O (-0.49, -1.97, 1.86)
C (-1.26, -5.60, -1.33)
F (-2.16, -6.51, -1.79)
F (-0.34, -6.19, -0.55)
F (-0.63, -5.05, -2.41)
S (-2.26, -4.22, -0.43)
O (-1.36, -3.07, -0.15)
O (-3.25, -3.78, -1.45)
O (-2.85, -4.84, 0.74)
C (1.26, 0.87, -0.44)
C (1.98, -0.55, -0.29)
O (1.18, -1.61, -0.73)
O (0.10, 0.93, 0.38)
H (0.98, 0.96, -1.49)
H (1.91, 1.66, -0.08)
H (2.29, -0.73, 0.74)
H (2.94, -0.55, -0.80)
H (1.54, -2.03, -1.52)
H (0.36, 1.40, 1.17)
C (-2.42, 0.36, 4.29)
C (-2.32, 1.98, 4.27)
O (-1.21, 2.41, 5.08)
O (-2.99, -0.20, 5.54)
H (-1.50, -0.10, 3.94)
H (-3.08, 0.06, 3.47)
H (-3.22, 2.43, 4.68)
H (-2.18, 2.45, 3.30)
H (-0.60, 1.68, 5.12)
H (-2.52, 0.33, 6.18)
C (-2.79, 3.17, -0.20)
C (-2.13, 4.35, -1.03)
O (-2.46, 4.28, -2.40)
O (-3.99, 2.73, -0.74)
H (-2.95, 3.31, 0.86)
H (-2.02, 2.40, -0.10)
H (-1.05, 4.45, -0.96)
H (-2.63, 5.13, -0.45)
H (-2.39, 5.17, -2.75)
H (-4.26, 2.08, -0.08)
C (-0.24, 4.61, 2.81)
C (0.91, 3.91, 2.15)
C (2.17, 4.51, 2.83)
O (3.35, 4.12, 2.13)
C (4.62, 4.37, 2.80)
N (0.79, 2.45, 2.44)
H (-0.34, 4.46, 3.88)
H (-1.13, 4.21, 2.32)
H (-0.03, 5.61, 2.42)
H (1.05, 4.14, 1.09)
H (2.16, 4.01, 3.80)
H (2.16, 5.59, 2.87)
H (4.66, 5.45, 2.89)
H (5.45, 4.01, 2.18)
H (4.57, 3.86, 3.76)
H (1.71, 2.05, 2.37)
H (0.68, 2.38, 3.44)
C (3.20, -1.18, -4.93)
C (3.36, -2.77, -4.84)
C (2.37, -3.52, -3.86)
O (2.60, -3.14, -2.53)
C (3.56, -3.92, -1.88)
N (3.02, -3.13, -6.14)
H (4.01, -0.69, -5.47)
H (3.37, -0.65, -3.99)
H (2.18, -0.88, -5.15)
H (4.39, -2.93, -4.51)
H (2.38, -4.61, -3.90)
H (1.32, -3.28, -4.01)
H (3.35, -4.97, -1.66)
H (3.66, -3.37, -0.95)
H (4.55, -3.91, -2.32)
H (3.68, -2.50, -6.57)
H (2.22, -2.55, -6.35)

Results
Total charge: -1
Energy: -5031.72432 Eh
Kohn-Sham gap: 6.3 eV
LUMO level: 0.51 eV
Max |F|: 4.98 eV/Å

***

No. 2
ORCA calculation (wB97M-V/def2-TZVPD) on 8 unconnected molecules or ions with the total composition C17H40BrN10O14 at a distorted geometry.

Positions of all 82 atoms, in Å:
C (-1.11, -3.08, 2.77)
C (-0.51, -2.66, 1.47)
C (-0.95, -1.37, 0.57)
C (-0.69, 0.10, 1.25)
N (-0.28, 0.06, 2.71)
C (-0.06, 1.49, 3.19)
N (1.00, 1.72, 4.08)
N (-0.90, 2.69, 2.83)
C (-1.50, 2.61, 1.45)
C (-2.05, 1.06, 1.14)
C (-3.22, 0.66, 2.22)
C (-4.19, -0.58, 1.73)
C (-5.40, -0.72, 2.85)
Br (-6.23, -2.54, 2.84)
H (-0.40, -2.98, 3.73)
H (-2.19, -3.49, 2.95)
H (0.34, -3.36, 1.04)
H (-2.07, -1.53, 0.19)
H (-0.29, -1.39, -0.42)
H (0.18, 0.65, 0.66)
H (0.57, -0.51, 2.89)
H (1.11, 2.66, 4.56)
H (1.69, 0.96, 4.35)
H (-1.68, 2.84, 3.54)
H (-2.39, 3.35, 1.29)
H (-0.67, 2.80, 0.61)
H (-2.45, 0.93, 0.03)
H (-2.84, 0.39, 3.29)
H (-3.93, 1.60, 2.35)
H (-3.65, -1.62, 1.69)
H (-4.60, -0.36, 0.65)
H (-5.00, -0.50, 3.93)
H (-6.23, 0.07, 2.59)
C (-1.54, -6.35, -0.35)
N (-1.07, -5.10, -1.02)
O (0.08, -5.11, -1.49)
O (-1.85, -4.15, -1.05)
H (-0.75, -7.10, -0.40)
H (-1.77, -6.10, 0.68)
H (-2.43, -6.69, -0.89)
C (-0.88, 0.86, -3.06)
N (0.13, 1.63, -2.29)
O (0.63, 1.09, -1.30)
O (0.41, 2.76, -2.71)
H (-1.02, -0.11, -2.58)
H (-1.81, 1.43, -3.05)
H (-0.50, 0.73, -4.08)
C (1.77, -5.37, 4.96)
N (0.85, -6.50, 4.66)
O (0.89, -7.48, 5.43)
O (0.12, -6.39, 3.68)
H (2.35, -5.61, 5.85)
H (2.42, -5.24, 4.09)
H (1.15, -4.48, 5.13)
C (-1.78, -3.88, -4.06)
N (-2.14, -2.61, -4.74)
O (-3.15, -2.61, -5.45)
O (-1.39, -1.64, -4.54)
H (-2.51, -4.64, -4.32)
H (-0.78, -4.17, -4.40)
H (-1.78, -3.69, -2.98)
C (1.76, 5.90, -2.25)
N (2.23, 7.14, -2.91)
O (3.38, 7.13, -3.39)
O (1.45, 8.09, -2.94)
H (2.55, 5.15, -2.30)
H (1.53, 6.15, -1.21)
H (0.87, 5.56, -2.78)
C (3.93, 2.14, 1.01)
N (4.24, 1.45, 2.30)
O (3.88, 0.27, 2.41)
O (4.82, 2.12, 3.16)
H (3.42, 1.43, 0.35)
H (3.29, 2.99, 1.24)
H (4.88, 2.45, 0.58)
C (4.92, 6.03, -5.89)
N (5.02, 4.85, -6.79)
O (5.25, 5.07, -7.99)
O (4.88, 3.74, -6.27)
H (5.07, 6.94, -6.48)
H (3.92, 6.02, -5.44)
H (5.70, 5.94, -5.13)

Results
Total charge: +1
Energy: -4845.49908 Eh
Kohn-Sham gap: 6.7 eV
LUMO level: -4.16 eV
Max |F|: 5.00 eV/Å

***

No. 3
ORCA calculation (wB97M-V/def2-TZVPD) on a molecular structure, C17H40CaClO15S3 at a distorted geometry.

Positions of all 77 atoms, in Å:
Ca (-2.52, -5.78, -0.85)
Cl (-2.68, 0.53, -0.25)
O (-3.99, 1.14, -0.22)
O (-2.72, -0.88, -0.50)
O (-1.94, 1.08, -1.35)
O (-1.99, 0.76, 0.99)
C (3.17, 6.10, 2.70)
C (3.24, 4.93, 1.81)
C (2.96, 3.74, 2.74)
O (3.13, 4.24, 4.10)
C (3.63, 5.55, 4.04)
H (2.19, 6.58, 2.65)
H (3.77, 6.98, 2.45)
H (4.26, 4.77, 1.47)
H (2.54, 5.00, 0.97)
H (3.61, 2.89, 2.52)
H (1.90, 3.50, 2.63)
H (4.72, 5.52, 4.16)
H (3.20, 6.21, 4.79)
C (-2.11, 7.89, -0.12)
C (-2.37, 6.42, 0.01)
C (-2.35, 6.17, 1.47)
O (-2.63, 7.44, 2.08)
C (-2.88, 8.46, 1.07)
H (-2.36, 8.36, -1.07)
H (-1.05, 8.14, -0.03)
H (-1.61, 5.76, -0.42)
H (-3.38, 6.17, -0.30)
H (-1.37, 5.81, 1.77)
H (-3.17, 5.54, 1.81)
H (-2.53, 9.36, 1.57)
H (-3.95, 8.48, 0.87)
O (-1.64, -3.84, -5.01)
S (-1.30, -3.05, -6.19)
O (-0.32, -1.97, -6.16)
O (-0.98, -4.02, -7.43)
C (-0.67, -3.54, -8.68)
C (-0.23, -4.72, -9.56)
C (-2.90, -2.35, -6.84)
H (0.06, -2.75, -8.54)
H (-1.57, -3.17, -9.16)
H (-1.05, -5.40, -9.77)
H (0.65, -5.27, -9.23)
H (-0.06, -4.31, -10.56)
H (-3.36, -1.69, -6.10)
H (-3.59, -3.16, -7.05)
H (-2.76, -1.85, -7.80)
O (1.68, -3.94, 0.10)
S (3.00, -3.36, 0.47)
O (3.24, -2.75, 1.76)
O (4.12, -4.51, 0.16)
C (5.48, -4.33, 0.56)
C (6.25, -5.40, -0.25)
C (3.40, -2.14, -0.78)
H (5.43, -4.62, 1.61)
H (5.87, -3.35, 0.31)
H (5.99, -6.43, -0.03)
H (7.30, -5.29, 0.02)
H (6.11, -5.29, -1.33)
H (4.48, -2.06, -0.92)
H (3.10, -1.16, -0.42)
H (2.85, -2.46, -1.67)
O (-3.48, -4.25, 2.97)
S (-4.21, -3.96, 4.24)
O (-5.30, -4.81, 4.64)
O (-3.05, -3.84, 5.40)
C (-1.68, -3.54, 5.02)
C (-0.90, -3.42, 6.36)
C (-4.83, -2.19, 4.31)
H (-1.68, -2.63, 4.41)
H (-1.24, -4.24, 4.31)
H (-1.26, -2.69, 7.09)
H (0.16, -3.23, 6.22)
H (-0.90, -4.38, 6.88)
H (-5.72, -2.09, 3.69)
H (-4.08, -1.43, 4.08)
H (-5.13, -1.99, 5.34)

Results
Total charge: +1
Energy: -4131.87806 Eh
Kohn-Sham gap: 1.8 eV
LUMO level: -8.07 eV
Max |F|: 4.12 eV/Å

***

No. 4
ORCA calculation (wB97M-V/def2-TZVPD) on 7 unconnected molecules or ions with the total composition C17H40ClFN2O8S at a distorted geometry.

Positions of all 70 atoms, in Å:
O (-1.93, -6.28, 0.08)
S (-1.27, -6.28, -1.20)
O (-0.44, -5.08, -1.30)
F (-0.28, -7.55, -1.39)
N (-2.43, -6.33, -2.48)
Cl (-2.28, -7.84, -3.32)
C (-3.78, -6.06, -2.02)
C (-4.88, -6.99, -2.00)
C (-6.21, -6.69, -1.54)
N (-6.52, -5.46, -1.06)
C (-5.50, -4.57, -1.09)
C (-4.14, -4.73, -1.51)
H (-4.70, -8.04, -2.35)
H (-7.00, -7.47, -1.57)
H (-5.77, -3.54, -0.72)
H (-3.41, -3.89, -1.47)
C (3.12, -4.06, 0.20)
C (2.93, -2.59, 0.51)
O (2.35, -1.91, -0.60)
H (3.76, -4.18, -0.68)
H (3.56, -4.58, 1.04)
H (2.16, -4.53, -0.04)
H (3.89, -2.11, 0.73)
H (2.27, -2.46, 1.38)
H (1.50, -2.32, -0.78)
C (3.81, 1.41, -2.30)
C (4.70, 0.52, -3.14)
O (5.43, -0.37, -2.31)
H (4.40, 1.98, -1.59)
H (3.24, 2.10, -2.93)
H (3.11, 0.81, -1.71)
H (5.41, 1.12, -3.71)
H (4.10, -0.07, -3.85)
H (4.79, -0.91, -1.82)
C (0.17, 1.51, -1.12)
C (-0.11, 0.51, -2.22)
O (-1.33, 0.82, -2.88)
H (-0.64, 1.53, -0.39)
H (1.10, 1.27, -0.60)
H (0.25, 2.52, -1.53)
H (-0.20, -0.49, -1.80)
H (0.70, 0.50, -2.95)
H (-1.24, 1.71, -3.26)
C (-3.54, 3.64, -1.46)
C (-3.20, 4.02, -0.04)
O (-1.79, 4.10, 0.13)
H (-3.09, 2.67, -1.71)
H (-4.62, 3.56, -1.60)
H (-3.15, 4.37, -2.17)
H (-3.58, 3.28, 0.66)
H (-3.64, 4.99, 0.22)
H (-1.46, 4.77, -0.48)
C (2.86, 2.98, 3.13)
C (2.67, 1.96, 2.03)
O (2.91, 2.55, 0.76)
H (2.19, 3.82, 3.00)
H (2.67, 2.53, 4.11)
H (3.88, 3.38, 3.12)
H (1.65, 1.58, 2.04)
H (3.35, 1.11, 2.16)
H (3.81, 2.87, 0.75)
C (-0.57, 6.32, 5.76)
C (0.29, 5.47, 4.84)
O (1.01, 4.49, 5.59)
H (0.05, 6.82, 6.51)
H (-1.12, 7.08, 5.20)
H (-1.29, 5.70, 6.31)
H (1.01, 6.09, 4.32)
H (-0.33, 4.96, 4.10)
H (0.36, 3.94, 6.04)

Results
Energy: -2341.22908 Eh
Kohn-Sham gap: 9.1 eV
SMILES: O=S(=O)(F)N(Cl)c1ccncc1.CCO.CCO.CCO.CCO.CCO.CCO
LUMO level: -0.73 eV
Max |F|: 4.87 eV/Å

***

No. 5
ORCA calculation (wB97M-V/def2-TZVPD) on a molecular structure, C17H40N5O6V at a distorted geometry.

Positions of all 69 atoms, in Å:
V (-0.33, -0.58, -0.20)
C (-0.19, -3.50, -3.61)
C (0.05, -3.48, -2.08)
O (-0.63, -2.42, -1.44)
H (0.16, -2.61, -4.13)
H (-1.24, -3.58, -3.90)
H (0.38, -4.32, -4.05)
H (1.10, -3.50, -1.78)
H (-0.27, -4.44, -1.68)
C (2.11, -1.12, 2.15)
O (1.19, -1.06, 1.31)
N (3.23, -1.78, 1.88)
C (4.20, -2.15, 2.93)
C (3.54, -2.39, 0.58)
H (2.07, -0.85, 3.22)
H (5.17, -1.78, 2.61)
H (4.14, -3.20, 3.20)
H (4.05, -1.59, 3.85)
H (4.51, -2.03, 0.24)
H (3.54, -3.48, 0.71)
H (2.77, -2.23, -0.17)
C (-2.45, -1.39, 2.20)
O (-1.83, -0.75, 1.35)
N (-2.38, -1.30, 3.53)
C (-3.28, -2.11, 4.33)
C (-1.39, -0.48, 4.21)
H (-3.23, -2.09, 1.86)
H (-2.86, -2.97, 4.85)
H (-4.15, -2.42, 3.75)
H (-3.78, -1.44, 5.03)
H (-0.74, 0.04, 3.51)
H (-1.87, 0.33, 4.77)
H (-0.78, -1.12, 4.84)
C (-2.44, 1.22, -2.27)
O (-1.63, 0.62, -1.51)
N (-3.59, 1.70, -1.86)
C (-4.41, 2.50, -2.74)
C (-4.12, 1.53, -0.53)
H (-2.19, 1.52, -3.30)
H (-4.34, 3.46, -2.24)
H (-5.42, 2.15, -2.94)
H (-4.03, 2.67, -3.75)
H (-3.66, 0.77, 0.10)
H (-4.20, 2.47, 0.02)
H (-5.12, 1.11, -0.62)
C (0.94, 2.39, 0.66)
O (0.04, 1.55, 0.70)
N (1.16, 3.19, 1.76)
C (2.11, 4.35, 1.71)
C (0.53, 3.00, 3.02)
H (1.60, 2.59, -0.19)
H (2.19, 4.80, 0.72)
H (3.09, 4.02, 2.06)
H (1.77, 5.11, 2.41)
H (0.01, 3.92, 3.27)
H (-0.25, 2.24, 2.96)
H (1.18, 2.71, 3.85)
C (2.12, 0.44, -2.23)
O (1.46, -0.02, -1.35)
N (1.70, 0.49, -3.55)
C (0.33, 0.16, -3.98)
C (2.63, 0.99, -4.55)
H (3.20, 0.64, -2.16)
H (-0.11, 1.07, -4.36)
H (-0.26, -0.48, -3.32)
H (0.41, -0.47, -4.87)
H (2.28, 0.56, -5.49)
H (2.46, 2.05, -4.76)
H (3.70, 0.77, -4.59)

Results
Energy: -2340.84353 Eh
Kohn-Sham gap (alpha / beta): 1.9 / 7.4 eV
LUMO level (alpha / beta): 0.43 / 0.39 eV
Relative energy (zero: lowest compared OMol25 entry of this formula, charge and spin): 268.0 kJ/mol
2S+1: 5
Max |F|: 3.76 eV/Å

***

No. 6
ORCA calculation (wB97M-V/def2-TZVPD) on 4 unconnected molecules or ions with the total composition C17H41BFO7P.

Positions of all 68 atoms, in Å:
O (1.29, 1.20, 2.22)
C (0.51, 1.46, 1.37)
O (0.95, 1.83, 0.13)
C (-0.99, 1.33, 1.51)
P (-1.73, 0.34, 0.11)
C (-0.80, -1.25, 0.13)
C (-0.79, -2.11, 1.38)
F (-0.57, -1.35, 2.52)
C (-3.33, -0.18, 0.88)
B (-4.43, 0.84, 0.38)
O (-4.58, 2.08, 0.95)
O (-5.27, 0.57, -0.66)
H (0.30, 2.39, -0.32)
H (-1.20, 0.90, 2.49)
H (-1.45, 2.32, 1.44)
H (0.21, -1.07, -0.24)
H (-1.30, -1.84, -0.65)
H (-1.75, -2.62, 1.51)
H (0.00, -2.86, 1.33)
H (-3.26, -0.22, 1.97)
H (-3.53, -1.19, 0.52)
H (-4.16, 2.14, 1.82)
H (-5.03, -0.24, -1.12)
C (4.50, 0.08, 2.44)
C (4.82, -1.03, 3.42)
O (6.12, -1.59, 3.28)
C (7.20, -0.69, 3.46)
C (7.25, -0.06, 4.84)
H (4.69, -0.25, 1.41)
H (3.46, 0.36, 2.52)
H (5.11, 0.97, 2.62)
H (4.14, -1.87, 3.26)
H (4.66, -0.69, 4.45)
H (7.18, 0.09, 2.69)
H (8.09, -1.29, 3.29)
H (6.41, 0.62, 5.01)
H (8.17, 0.52, 4.95)
H (7.23, -0.83, 5.61)
C (-8.31, -2.90, -0.88)
C (-7.28, -2.13, -1.69)
O (-5.96, -2.66, -1.61)
C (-5.79, -3.98, -2.09)
C (-6.14, -4.16, -3.56)
H (-7.97, -3.01, 0.15)
H (-9.25, -2.35, -0.88)
H (-8.50, -3.89, -1.29)
H (-7.19, -1.12, -1.30)
H (-7.60, -2.05, -2.73)
H (-6.37, -4.68, -1.47)
H (-4.74, -4.21, -1.93)
H (-7.21, -4.03, -3.75)
H (-5.87, -5.16, -3.88)
H (-5.59, -3.44, -4.17)
C (3.83, 2.81, -4.51)
C (2.95, 3.83, -3.81)
O (2.49, 3.42, -2.53)
C (3.50, 3.15, -1.57)
C (4.37, 4.35, -1.24)
H (3.32, 1.85, -4.56)
H (4.04, 3.14, -5.53)
H (4.78, 2.67, -4.01)
H (2.05, 4.01, -4.39)
H (3.48, 4.79, -3.74)
H (4.12, 2.31, -1.88)
H (2.95, 2.84, -0.68)
H (5.01, 4.65, -2.07)
H (5.02, 4.11, -0.40)
H (3.75, 5.21, -0.96)

Results
Energy: -1665.14933 Eh
Kohn-Sham gap: 9.5 eV
SMILES: O=C(O)CP(CCF)CB(O)O.CCOCC.CCOCC.CCOCC
LUMO level: 0.41 eV
Max |F|: 0.44 eV/Å

***

- The lowest energy belongs to which entry?
  C17H40BaF9HgN2O21S4

***

Please write out number 3 again, unchanged.
ORCA calculation (wB97M-V/def2-TZVPD) on a molecular structure, C17H40CaClO15S3 at a distorted geometry.

Positions of all 77 atoms, in Å:
Ca (-2.52, -5.78, -0.85)
Cl (-2.68, 0.53, -0.25)
O (-3.99, 1.14, -0.22)
O (-2.72, -0.88, -0.50)
O (-1.94, 1.08, -1.35)
O (-1.99, 0.76, 0.99)
C (3.17, 6.10, 2.70)
C (3.24, 4.93, 1.81)
C (2.96, 3.74, 2.74)
O (3.13, 4.24, 4.10)
C (3.63, 5.55, 4.04)
H (2.19, 6.58, 2.65)
H (3.77, 6.98, 2.45)
H (4.26, 4.77, 1.47)
H (2.54, 5.00, 0.97)
H (3.61, 2.89, 2.52)
H (1.90, 3.50, 2.63)
H (4.72, 5.52, 4.16)
H (3.20, 6.21, 4.79)
C (-2.11, 7.89, -0.12)
C (-2.37, 6.42, 0.01)
C (-2.35, 6.17, 1.47)
O (-2.63, 7.44, 2.08)
C (-2.88, 8.46, 1.07)
H (-2.36, 8.36, -1.07)
H (-1.05, 8.14, -0.03)
H (-1.61, 5.76, -0.42)
H (-3.38, 6.17, -0.30)
H (-1.37, 5.81, 1.77)
H (-3.17, 5.54, 1.81)
H (-2.53, 9.36, 1.57)
H (-3.95, 8.48, 0.87)
O (-1.64, -3.84, -5.01)
S (-1.30, -3.05, -6.19)
O (-0.32, -1.97, -6.16)
O (-0.98, -4.02, -7.43)
C (-0.67, -3.54, -8.68)
C (-0.23, -4.72, -9.56)
C (-2.90, -2.35, -6.84)
H (0.06, -2.75, -8.54)
H (-1.57, -3.17, -9.16)
H (-1.05, -5.40, -9.77)
H (0.65, -5.27, -9.23)
H (-0.06, -4.31, -10.56)
H (-3.36, -1.69, -6.10)
H (-3.59, -3.16, -7.05)
H (-2.76, -1.85, -7.80)
O (1.68, -3.94, 0.10)
S (3.00, -3.36, 0.47)
O (3.24, -2.75, 1.76)
O (4.12, -4.51, 0.16)
C (5.48, -4.33, 0.56)
C (6.25, -5.40, -0.25)
C (3.40, -2.14, -0.78)
H (5.43, -4.62, 1.61)
H (5.87, -3.35, 0.31)
H (5.99, -6.43, -0.03)
H (7.30, -5.29, 0.02)
H (6.11, -5.29, -1.33)
H (4.48, -2.06, -0.92)
H (3.10, -1.16, -0.42)
H (2.85, -2.46, -1.67)
O (-3.48, -4.25, 2.97)
S (-4.21, -3.96, 4.24)
O (-5.30, -4.81, 4.64)
O (-3.05, -3.84, 5.40)
C (-1.68, -3.54, 5.02)
C (-0.90, -3.42, 6.36)
C (-4.83, -2.19, 4.31)
H (-1.68, -2.63, 4.41)
H (-1.24, -4.24, 4.31)
H (-1.26, -2.69, 7.09)
H (0.16, -3.23, 6.22)
H (-0.90, -4.38, 6.88)
H (-5.72, -2.09, 3.69)
H (-4.08, -1.43, 4.08)
H (-5.13, -1.99, 5.34)

Results
Total charge: +1
Energy: -4131.87806 Eh
Kohn-Sham gap: 1.8 eV
LUMO level: -8.07 eV
Max |F|: 4.12 eV/Å

***

- Look up the max |F| of the fifth one.
  3.76 eV/Å

***

- Which value of max |F| does entry 4 give?
  4.87 eV/Å